Entry 1:
Computed, not measured: a molecular structure, C28H38N4O3P2STc at a distorted geometry, with ωB97M-V/def2-TZVPD.

Results
- 2S+1 = 4
- DFT total energy (eV) = -73342.2234
- energy relative to the best compared isomer or geometry (same formula, charge and spin) (eV) = 1.927
- net charge = +2
- highest occupied orbital energy (alpha / beta) (eV) = -13.005 / -13.005
- LUMO (alpha / beta) (eV) = -8.41 / -9.95

Geometry (Å):
Tc1 0.859 -0.911 -0.346
C1 0.465 2.827 -1.920
C2 -0.210 3.044 -0.796
C3 -1.666 3.356 -0.715
C4 -2.577 2.654 -1.757
C5 -2.181 1.260 -2.146
C6 -1.218 0.888 -3.000
C7 -0.402 1.729 -3.921
C8 -0.024 3.072 -3.308
C9 0.613 -2.990 -0.865
H1 1.489 2.453 -1.891
H2 0.328 3.220 0.146
H3 -1.823 4.440 -0.865
H4 -2.009 3.135 0.308
H5 -3.602 2.651 -1.342
H6 -2.625 3.290 -2.651
H7 -2.929 0.523 -1.831
H8 -1.204 -0.144 -3.349
H9 -0.895 1.868 -4.901
H10 0.511 1.151 -4.143
H11 0.797 3.495 -3.901
H12 -0.846 3.795 -3.351
H13 1.642 -3.262 -1.170
H14 -0.033 -3.274 -1.708
H15 0.326 -3.681 -0.052
P1 -1.310 -1.102 0.070
P2 1.199 0.858 1.065
N1 -2.217 -1.587 -1.410
N2 -2.100 -2.277 1.104
N3 2.533 1.816 0.200
N4 2.027 1.003 2.609
C10 -1.702 0.502 0.905
C11 -0.535 1.203 1.686
C12 -1.543 -1.848 -2.616
C13 -2.464 -2.223 -3.593
C14 -3.741 -2.229 -2.976
C15 -3.574 -1.827 -1.644
C16 -2.206 -3.643 0.807
C17 -2.870 -4.283 1.842
C18 -3.184 -3.288 2.822
C19 -2.674 -2.086 2.362
C20 3.092 1.334 -0.996
C21 3.936 2.317 -1.514
C22 4.009 3.372 -0.553
C23 3.144 3.038 0.488
C24 1.876 2.121 3.445
C25 2.747 2.010 4.514
C26 3.493 0.810 4.331
C27 3.049 0.215 3.160
H16 -2.536 0.336 1.601
H17 -2.094 1.171 0.124
H18 -0.662 2.294 1.739
H19 -0.520 0.834 2.726
H20 -0.464 -1.782 -2.690
H21 -2.200 -2.428 -4.623
H22 -4.679 -2.489 -3.455
H23 -4.305 -1.662 -0.867
H24 -1.795 -4.050 -0.101
H25 -3.110 -5.339 1.885
H26 -3.729 -3.413 3.746
H27 -2.647 -1.117 2.824
H28 2.849 0.332 -1.358
H29 4.427 2.252 -2.474
H30 4.637 4.257 -0.603
H31 2.973 3.537 1.427
H32 1.123 2.865 3.238
H33 2.821 2.725 5.320
H34 4.275 0.447 4.978
H35 3.325 -0.706 2.694
C28 1.757 -3.754 2.782
S1 2.879 -3.051 1.571
O1 4.025 -2.506 2.283
O2 3.163 -4.033 0.556
O3 2.098 -1.841 0.965
H36 1.898 -3.211 3.726
H37 1.996 -4.819 2.927
H38 0.722 -3.642 2.429

---

Entry 2:
Computed, not measured: 2 unconnected molecules or ions with the total composition C3H8NO at a distorted geometry, with ωB97M-V/def2-TZVPD.

Results
- DFT total energy (eV) = -6765.5331
- energy relative to the best compared isomer or geometry (same formula, charge and spin) (eV) = 5.637
- net charge = +1
- highest occupied orbital energy (eV) = -15.390
- LUMO (eV) = -8.47

Geometry (Å):
C1 -0.771 -0.189 0.520
C2 -2.027 -0.249 0.916
C3 0.631 0.314 -1.264
N1 -0.294 0.807 -0.398
H1 0.159 -0.577 0.970
H2 -2.810 0.301 0.415
H3 -2.217 -0.814 1.818
H4 0.239 -0.606 -1.707
H5 0.860 0.976 -2.101
H6 -0.074 1.782 -0.177
H7 1.533 -0.065 -0.475
H8 2.702 -1.211 0.764
O1 2.069 -0.471 0.719

---

Entry 3:
Computed, not measured: a gas-phase ion, C3H7OS2 (charge -1) at a distorted geometry, with ωB97M-V/def2-TZVPD.

Results
- DFT total energy (eV) = -26942.1175
- energy relative to the best compared isomer or geometry (same formula, charge and spin) (eV) = 0.692
- net charge = -1
- highest occupied orbital energy (eV) = -2.554
- LUMO (eV) = 3.14

Geometry (Å):
O1 -0.682 0.640 2.446
C1 -0.609 -0.683 2.495
C2 0.214 -1.296 1.333
C3 -0.497 -0.838 0.042
S1 0.749 -0.392 -1.255
S2 0.054 1.398 -1.991
H1 -0.251 -1.130 3.466
H2 -1.603 -1.244 2.448
H3 1.248 -0.947 1.313
H4 0.258 -2.393 1.321
H5 -1.148 -1.605 -0.355
H6 -0.964 0.119 0.256
H7 0.967 2.233 -1.480

---

Entry 4:
Computed, not measured: a molecular structure, C10H24ClINP2SY at a distorted geometry, with ωB97M-V/def2-TZVPD.

Results
- DFT total energy (eV) = -63312.8240
- energy relative to the best compared isomer or geometry (same formula, charge and spin) (eV) = 0.000
- net charge = +2
- highest occupied orbital energy (alpha / beta) (eV) = -15.796 / -15.805
- LUMO (alpha / beta) (eV) = -9.85 / -10.05

Geometry (Å):
C1 -1.873 0.202 -0.267
I1 2.318 0.328 1.543
H1 -1.932 0.139 -1.413
H2 -2.420 1.142 -0.028
H3 -2.434 -0.718 -0.007
Y1 0.514 -0.098 -0.916
P1 0.125 2.776 -0.150
C2 -0.196 3.726 1.390
C3 1.804 3.458 -0.592
H4 1.697 4.534 -0.820
H5 -0.567 4.711 -1.361
H6 2.189 2.895 -1.473
H7 -0.905 3.244 -2.342
H8 0.548 3.471 2.163
H9 2.523 3.259 0.221
C4 -0.925 3.684 -1.337
H10 -0.148 4.801 1.139
H11 -1.982 3.640 -1.057
H12 -1.175 3.425 1.788
P2 0.056 -2.843 -0.108
C5 -0.301 -3.764 1.438
C6 -1.025 -3.704 -1.305
H13 2.126 -2.978 -1.428
H14 1.624 -4.621 -0.805
H15 2.448 -3.379 0.261
C7 1.723 -3.549 -0.556
H16 -1.009 -3.243 -2.300
H17 -0.711 -4.743 -1.381
H18 -0.292 -4.847 1.229
H19 -1.271 -3.423 1.828
H20 -2.076 -3.642 -1.016
H21 0.446 -3.522 2.212
Cl1 0.963 -0.067 -3.361
S1 -2.363 0.011 4.111
C8 -0.692 0.003 4.647
C9 0.145 -0.043 3.562
N1 -0.449 -0.074 2.352
C10 -1.756 -0.051 2.486
H22 -0.398 0.044 5.669
H23 1.230 -0.032 3.591
H24 -2.412 -0.039 1.639

---

Entry 5:
Computed, not measured: 2 unconnected molecules or ions with the total composition C2H2F2I2O at a distorted geometry, with ωB97M-V/def2-TZVPD.

Results
- DFT total energy (eV) = -25786.7836
- energy relative to the best compared isomer or geometry (same formula, charge and spin) (eV) = 2.975
- net charge = 0
- highest occupied orbital energy (alpha / beta) (eV) = -7.995 / -8.382
- LUMO (alpha / beta) (eV) = -0.64 / -0.31

Geometry (Å):
C1 -0.519 1.139 -0.187
C2 -0.079 -1.313 0.464
O1 0.036 1.131 -1.367
F1 -1.061 -2.137 0.091
F2 0.122 -1.468 1.773
I1 0.384 2.130 1.429
I2 1.705 -1.589 -0.687
H1 -1.596 1.099 -0.171
H2 1.009 1.009 -1.346

---

Entry 6:
Computed, not measured: a single C4H3ClO2 molecule at a distorted geometry, with ωB97M-V/def2-TZVPD.

Results
- DFT total energy (eV) = -20811.1917
- energy relative to the best compared isomer or geometry (same formula, charge and spin) (eV) = 2.224
- net charge = 0
- highest occupied orbital energy (eV) = -8.794
- LUMO (eV) = 0.38

Geometry (Å):
O1 -1.711 -2.120 -0.622
C1 -0.630 -1.404 -0.042
C2 -0.050 -1.276 1.105
C3 0.645 0.001 1.197
C4 0.439 0.534 0.040
Cl1 0.883 2.132 -0.375
O2 -0.317 -0.267 -0.796
H1 -1.648 -3.189 -0.303
H2 -0.341 -1.844 2.102
H3 0.783 0.768 2.122